[1]
{
  "formula": "C3H5N3O",
  "method": "ωB97M-V/def2-TZVPD",
  "symbols": ["C", "O", "C", "C", "N", "N", "N", "H", "H", "H", "H", "H"],
  "coordinates": [[0.091, 2.054, 0.721], [0.690, 0.750, 0.824], [0.066, -0.181, 0.090], [0.351, -1.524, 0.225], [-0.334, -2.074, -0.858], [-1.000, -1.193, -1.553], [-0.802, 0.043, -1.003], [0.920, 2.647, 1.250], [0.183, 2.338, -0.356], [-1.011, 2.041, 1.136], [1.271, -1.868, 0.847], [-0.425, -3.033, -1.322]],
  "forces_ev_per_a": [[0.98, 0.45, 0.17], [-1.09, -0.09, -0.11], [-0.80, -0.75, -1.71], [1.43, 0.00, -0.17], [0.38, -1.75, -0.50], [0.06, 2.94, 1.23], [1.14, -2.60, 0.97], [-2.06, -0.27, -0.30], [-0.77, 0.05, 0.84], [2.36, 0.39, -0.76], [-2.29, -0.09, -1.39], [0.66, 1.71, 1.72]],
  "smiles": "COc1c[nH]nn1"
}

---

[2]
{
  "formula": "C3H5N3O",
  "method": "ωB97M-V/def2-TZVPD",
  "symbols": ["C", "C", "N", "C", "O", "N", "N", "H", "H", "H", "H", "H"],
  "coordinates": [[1.738, -0.664, 0.104], [0.349, -0.095, -0.134], [-0.394, -1.164, -0.224], [-1.694, -0.512, -0.074], [-2.756, -0.909, 0.082], [-1.553, 0.867, -0.189], [-0.206, 1.128, -0.010], [2.504, -0.165, 0.875], [1.642, -1.657, -0.123], [2.325, -0.177, -0.709], [-2.109, 1.220, 0.611], [0.154, 2.129, -0.211]],
  "forces_ev_per_a": [[3.19, 6.84, -0.76], [3.26, -2.71, 1.90], [-3.82, 2.76, 0.27], [4.20, 0.08, -2.13], [-5.12, -3.34, 1.06], [-0.94, 2.07, 1.03], [1.38, 1.86, -0.14], [-2.42, -1.73, -0.56], [0.45, -2.45, 0.38], [-0.02, -0.74, -0.44], [0.39, 0.28, -0.86], [-0.56, -2.92, 0.24]],
  "smiles": "Cc1nc(=O)[nH][nH]1"
}

---

[3]
{
  "formula": "C3H5N3O",
  "method": "ωB97M-V/def2-TZVPD",
  "symbols": ["O", "C", "C", "N", "C", "N", "N", "H", "H", "H", "H", "H"],
  "coordinates": [[1.421, 1.262, 1.642], [0.642, 1.470, 0.495], [-0.063, 0.226, 0.034], [-0.944, 0.117, -0.878], [-1.139, -1.298, -0.993], [-0.290, -1.941, 0.012], [0.354, -1.045, 0.592], [1.824, 0.385, 1.580], [1.244, 1.831, -0.354], [-0.090, 2.250, 0.726], [-0.775, -1.652, -1.965], [-2.184, -1.604, -0.892]],
  "forces_ev_per_a": [[0.14, -0.17, 0.07], [-0.20, 0.13, -0.25], [-0.05, 0.13, -0.15], [0.28, 0.01, 0.26], [-0.06, -0.11, -0.08], [0.09, 0.29, 0.06], [-0.15, -0.27, -0.16], [-0.07, 0.12, 0.10], [-0.04, -0.01, 0.12], [0.06, -0.13, -0.08], [-0.10, 0.00, 0.01], [0.11, 0.01, 0.07]],
  "smiles": "OCC1=NCN=N1"
}

---

[4]
{
  "formula": "C3H5N3O",
  "method": "ωB97M-V/def2-TZVPD",
  "symbols": ["C", "N", "C", "C", "O", "N", "N", "H", "H", "H", "H", "H"],
  "coordinates": [[-0.028, 1.578, -1.217], [0.153, 0.502, -0.288], [-0.703, -0.503, 0.022], [0.002, -1.246, 0.954], [-0.372, -2.368, 1.589], [1.203, -0.665, 1.134], [1.277, 0.381, 0.388], [0.906, 2.145, -1.258], [-0.270, 1.190, -2.215], [-0.848, 2.230, -0.875], [-1.676, -0.610, -0.399], [0.357, -2.633, 2.164]],
  "forces_ev_per_a": [[-0.32, 0.56, -0.32], [-0.12, -0.58, 0.24], [0.31, -0.45, 0.58], [-0.22, 0.62, -0.71], [-0.09, -0.06, 0.04], [-0.09, -0.70, 0.57], [0.57, 0.82, -0.38], [-0.23, -0.14, 0.04], [0.09, 0.09, 0.27], [0.33, -0.16, -0.18], [-0.27, -0.01, -0.15], [0.04, 0.02, 0.01]],
  "smiles": "Cn1cc(O)nn1"
}

---

[5]
{
  "formula": "C3H5N3O",
  "method": "ωB97M-V/def2-TZVPD",
  "symbols": ["N", "C", "C", "N", "C", "O", "N", "H", "H", "H", "H", "H"],
  "coordinates": [[-1.858, 0.799, 0.473], [-0.578, 0.293, 0.227], [0.130, -0.521, 1.032], [1.292, -0.907, 0.370], [1.354, -0.331, -0.887], [2.237, -0.452, -1.721], [0.186, 0.415, -0.957], [-2.605, 0.395, -0.060], [-1.993, 1.798, 0.594], [-0.108, -0.860, 2.025], [2.002, -1.545, 0.696], [-0.058, 0.915, -1.792]],
  "forces_ev_per_a": [[0.01, 0.42, 0.13], [0.29, -0.41, 0.15], [-0.05, -0.03, 0.06], [0.09, 0.11, -0.14], [0.06, 0.00, 0.02], [-0.37, 0.07, 0.21], [0.00, -0.03, -0.02], [-0.07, -0.13, -0.20], [0.36, -0.28, -0.16], [-0.05, -0.01, -0.04], [-0.19, 0.23, -0.05], [-0.06, 0.06, 0.04]],
  "smiles": "Nc1c[nH]c(=O)[nH]1"
}

---

[6]
{
  "formula": "C3H5N3O",
  "method": "ωB97M-V/def2-TZVPD",
  "symbols": ["C", "O", "N", "C", "C", "N", "N", "H", "H", "H", "H", "H"],
  "coordinates": [[2.038, -0.346, 0.268], [1.183, 0.269, -0.715], [-0.172, 0.067, -0.453], [-1.078, 1.009, -0.117], [-2.209, 0.202, 0.046], [-1.855, -1.107, -0.124], [-0.602, -1.156, -0.459], [3.039, -0.087, 0.024], [1.657, 0.020, 1.242], [1.996, -1.440, 0.190], [-0.815, 2.050, -0.097], [-3.182, 0.520, 0.196]],
  "forces_ev_per_a": [[-1.81, -0.60, 0.58], [-0.68, 0.41, -0.54], [2.49, 0.40, 0.11], [-0.54, -1.43, -0.32], [2.33, 0.13, -0.30], [-0.73, 0.58, -0.32], [-0.37, -0.44, 0.37], [0.69, 0.80, -0.10], [0.79, -0.39, -0.22], [-0.34, 0.24, 0.19], [-0.19, 0.03, 0.05], [-1.63, 0.28, 0.51]],
  "smiles": "COn1ccnn1"
}

---

[7]
{
  "formula": "C3H5N3O",
  "method": "ωB97M-V/def2-TZVPD",
  "symbols": ["C", "C", "C", "N", "N", "N", "O", "H", "H", "H", "H", "H"],
  "coordinates": [[-2.193, -0.044, 0.181], [-0.197, -0.858, -0.013], [-0.144, 0.652, 0.594], [-1.249, 0.536, -1.459], [-1.388, -0.803, -0.784], [-1.372, 1.121, -0.081], [-3.117, -0.318, 0.884], [0.737, -1.162, -0.607], [-0.445, -1.546, 0.826], [-0.553, 0.682, 1.587], [0.680, 1.250, 0.360], [-0.466, 0.743, -1.947]],
  "forces_ev_per_a": [[-1.30, -0.44, 0.02], [2.49, -0.56, 1.77], [-2.52, -1.93, -0.54], [-5.23, -0.94, 3.07], [-0.52, -0.17, -2.25], [0.03, 1.99, -1.32], [1.57, 0.56, -0.97], [-1.56, 0.30, 0.91], [0.91, 0.05, -0.55], [1.26, -0.04, 1.18], [1.18, 0.81, -0.05], [3.67, 0.37, -1.26]]
}

---

[8]
{
  "formula": "C3H5N3O3",
  "method": "ωB97M-V/def2-TZVPD",
  "symbols": ["H", "N", "C", "C", "N", "O", "O", "H", "H", "H", "N", "C", "O", "H"],
  "coordinates": [[-2.071, -2.402, 0.156], [-1.321, -1.780, 0.437], [-1.418, -0.579, 0.039], [-0.495, 0.469, 0.484], [-0.326, 1.604, -0.168], [0.196, 2.680, 0.242], [-0.765, 1.631, -1.472], [-2.175, -0.180, -0.709], [-0.068, 0.375, 1.557], [-0.413, 2.498, -1.868], [2.670, -1.412, 0.702], [1.974, -0.905, -0.097], [1.388, -0.469, -1.003], [2.825, -1.530, 1.700]],
  "forces_ev_per_a": [[-0.08, 0.24, -0.41], [0.29, 0.64, 0.70], [-0.60, 0.31, -1.63], [0.07, 0.69, 1.88], [0.35, 0.65, 1.28], [-0.24, -1.45, -0.44], [0.19, 0.91, -0.97], [0.59, -0.72, 0.84], [-0.66, 0.60, -2.19], [-0.54, -1.51, 1.31], [1.46, -1.03, 2.21], [-0.56, 0.39, -1.09], [0.08, 0.04, -0.58], [-0.38, 0.24, -0.93]],
  "smiles": "[H]/N=C/C=[N+](/[O-])O.N=C=O"
}

---

[9]
{
  "formula": "C3H5N3O3",
  "method": "ωB97M-V/def2-TZVPD",
  "symbols": ["N", "C", "O", "N", "N", "C", "C", "O", "O", "H", "H", "H", "H", "H"],
  "coordinates": [[-0.322, -1.846, -1.476], [0.624, -0.927, -1.733], [1.085, -1.001, -2.831], [1.028, -0.012, -0.816], [0.616, 0.155, 0.429], [-0.330, 1.067, 0.680], [-0.987, 1.212, 1.930], [-1.967, 1.938, 1.911], [-0.244, 0.928, 3.092], [-0.377, -2.640, -2.070], [-0.837, -1.634, -0.632], [1.672, 0.598, -1.250], [-0.428, 1.825, -0.058], [0.467, 0.335, 2.825]],
  "forces_ev_per_a": [[-0.88, 1.49, 3.14], [-0.89, -2.10, -0.56], [2.40, 1.20, -2.32], [0.83, 0.50, -2.55], [-4.62, 0.82, 4.43], [5.22, -3.21, -3.15], [-0.15, 3.07, 3.16], [0.89, -1.79, 0.88], [-2.03, 0.00, -1.81], [-0.34, -0.24, -0.14], [-0.43, -1.26, -0.17], [0.70, 1.12, -0.12], [-1.04, 0.61, -0.68], [0.32, -0.22, -0.09]],
  "smiles": "NC(=O)N/N=C/C(=O)O"
}

---

[10]
{
  "formula": "C3H5N3O3",
  "method": "ωB97M-V/def2-TZVPD",
  "symbols": ["C", "C", "C", "H", "H", "H", "H", "H", "N", "N", "N", "O", "O", "O"],
  "coordinates": [[-2.180, -0.315, -0.268], [1.299, -0.325, 0.088], [2.169, 0.925, 0.252], [-3.099, 1.122, -1.762], [-1.499, 1.520, -1.237], [2.356, -1.628, 1.621], [0.441, -1.669, 1.613], [1.684, 1.776, -0.319], [-2.332, 1.054, -0.558], [0.131, 0.058, -0.373], [1.725, -1.594, 0.192], [-3.052, -1.113, -0.330], [-0.875, -0.828, 0.095], [3.231, 1.017, 0.984]],
  "forces_ev_per_a": [[0.61, -0.32, -1.40], [0.49, 1.85, -1.40], [3.85, 0.38, 2.22], [2.10, -0.74, 4.96], [-2.02, -1.99, 3.35], [-1.41, 0.38, -4.50], [1.77, -0.32, -2.42], [0.84, -0.44, 0.71], [0.31, 2.18, -7.41], [-0.31, -0.20, 2.08], [-0.71, -1.19, 8.08], [-0.17, -0.22, 0.65], [-0.07, 1.26, -1.42], [-5.30, -0.62, -3.51]]
}

---

Computed energy above the lowest of the compared OMol25 structures with the same formula, charge and spin, in the same sequence as the records: 77.0, 72.3, 56.0, 43.0, 6.1, 94.1, 119.5, 120.5, 63.2, 281.4 kcal/mol.